Formula: C26H53N3O13S
Source: OMol25
Level of theory: wB97M-V/def2-TZVPD

Summary:
DFT total energy ... -69737.01104 eV
SMILES string ... CN(C)C(=O)C[C@]1(CCCCCN)OC(=O)O[C@@]1(OC#N)S(C)(=O)=O.COCCOC.COCCOC.COCCOC
HOMO level ... -0.3293 hartree
Kohn-Sham gap ... 9.35 eV

```
96
Properties=species:S:1:pos:R:3:forces:R:3:mulliken_charge:R:1
S 5.255 2.619 3.389 2.244 1.545 2.186 1.516
O -0.158 -3.191 -3.385 -0.019 0.090 0.157 -0.459
O -2.315 4.745 -3.461 -0.158 -0.067 0.103 -0.416
O 6.499 2.023 3.789 -0.477 -0.387 -1.054 -0.637
O -4.054 2.727 -2.216 0.085 0.118 -0.165 -0.356
O 3.140 2.383 1.994 0.498 -0.095 -1.437 -0.480
O -6.704 -1.978 -2.975 0.185 0.037 0.025 -0.399
O 6.170 -0.702 3.146 -0.304 0.371 0.038 -0.514
O 4.494 3.132 4.505 -0.793 -0.411 -1.037 -0.736
O -4.164 -1.815 -1.504 -0.128 -0.067 -0.068 0.265
O 2.332 0.351 1.889 0.176 0.272 -0.993 -0.436
O -1.039 -0.984 -1.649 0.043 -0.099 0.074 0.329
O 1.790 1.756 0.202 -0.171 0.508 -0.140 -0.519
O 4.719 1.082 1.078 1.582 -0.441 0.761 -0.272
N 5.482 -2.449 1.769 0.289 0.232 0.996 0.054
N -2.770 -0.932 1.389 0.474 0.091 0.810 -0.444
N 7.142 1.362 0.758 -0.151 -0.375 -0.165 -0.475
C 5.256 -1.322 2.681 0.297 -0.575 -0.583 -0.116
C -1.445 -2.592 -3.432 0.142 -0.040 -0.207 -0.534
C -5.202 -2.734 -1.208 0.233 -0.061 -0.083 -0.649
C 0.330 -0.669 -1.457 -0.033 0.091 -0.014 -0.866
C 0.100 -0.290 3.900 0.205 1.343 -1.199 -0.775
C -1.847 3.612 -2.747 0.085 0.021 -0.284 -0.739
C 6.026 1.134 0.919 -0.372 0.718 -0.025 0.537
C 6.116 -3.502 2.615 -0.194 -0.146 -0.046 -0.891
C -1.417 -1.139 -3.005 -0.170 0.038 0.134 -0.142
C 2.344 1.521 1.207 -0.080 -0.601 1.830 0.474
C -2.806 2.441 -2.832 -0.029 -0.016 0.306 0.613
C 6.427 -2.071 0.716 -0.056 -0.604 -0.584 -1.100
C -6.021 -1.362 -4.053 -0.088 -0.023 -0.023 -0.420
C -4.501 -0.465 -1.206 -0.071 0.105 0.169 -0.867
C -5.052 3.124 -3.141 -0.059 -0.069 0.074 -0.660
C 3.799 -1.077 3.020 0.445 -0.137 -0.253 -1.153
C 3.310 0.387 2.992 -0.846 -0.995 -0.289 1.813
C -6.013 -3.095 -2.438 -0.259 0.051 0.102 -0.674
C 2.481 0.768 4.255 -0.174 0.344 0.373 -1.363
C 5.584 4.008 2.280 -1.108 -0.403 -0.276 -1.079
C -1.939 -1.179 2.603 0.092 0.280 -0.988 -0.531
C -0.763 -0.192 2.613 0.105 -1.201 0.726 -0.205
C 0.967 1.010 4.037 -0.084 -0.604 0.999 -1.192
C 4.206 1.503 2.365 -1.999 0.662 0.475 0.288
C -2.968 5.698 -2.638 0.078 0.045 -0.049 -0.678
C 0.067 -3.932 -2.199 0.024 -0.033 -0.076 -0.582
H -6.190 -1.923 -4.979 0.061 0.016 -0.026 0.359
H -4.661 3.808 -3.897 0.029 -0.011 -0.001 0.394
H 6.592 4.368 2.452 0.108 -0.282 0.062 0.404
H -5.850 -2.339 -0.419 -0.060 0.029 -0.033 0.396
H -4.729 -3.645 -0.827 -0.037 -0.029 0.011 0.382
H 3.214 -1.656 2.308 -0.074 0.193 -0.016 0.322
H -2.367 1.595 -2.293 0.064 0.019 -0.017 -0.394
H -0.547 -0.388 4.771 0.126 -0.199 0.087 0.521
H 0.503 0.397 -1.627 0.073 -0.011 0.002 0.269
H -2.229 6.318 -2.119 -0.037 0.010 0.053 0.319
H -0.758 -0.554 -3.656 0.062 -0.059 -0.020 0.549
H -1.122 0.826 2.457 -0.028 0.005 0.004 0.442
H -1.651 3.871 -1.702 -0.040 -0.036 0.031 0.401
H 3.620 -1.556 3.985 0.101 0.275 0.123 0.413
H 6.704 -2.992 0.194 -0.053 0.044 0.033 0.427
H 7.206 -3.483 2.523 -0.018 0.090 0.067 0.370
H -4.381 -0.279 -0.135 -0.093 0.075 -0.096 0.475
H 5.935 -1.453 -0.037 0.101 0.214 0.176 0.252
H -0.107 -0.497 1.795 -0.083 0.442 -0.258 -0.191
H 4.839 4.764 2.523 0.087 -0.021 0.129 0.409
H -0.899 3.315 -3.205 0.018 -0.015 0.049 0.354
H 0.985 -1.251 -2.109 -0.053 -0.040 -0.043 0.398
H -2.953 2.134 -3.873 0.015 0.060 -0.030 0.216
H -5.372 -3.551 -3.199 0.052 0.014 0.013 0.274
H 5.878 -3.344 3.668 -0.045 -0.089 -0.033 0.349
H -1.526 -2.192 2.535 -0.025 -0.020 0.464 0.297
H -0.409 -4.916 -2.271 -0.016 -0.009 0.070 0.331
H 1.143 -4.069 -2.092 -0.003 -0.028 -0.053 0.276
H -4.948 -1.287 -3.867 0.004 -0.007 0.023 0.039
H -3.816 0.177 -1.751 0.033 -0.009 0.015 -0.196
H -2.155 -3.154 -2.819 -0.017 0.075 0.069 0.236
H -3.620 5.223 -1.902 0.009 -0.026 0.001 0.288
H -2.165 -0.475 0.717 -0.144 -0.056 -0.307 0.086
H -3.572 6.335 -3.282 0.051 0.009 -0.033 0.254
H -0.309 -3.413 -1.315 -0.023 0.009 -0.016 0.128
H 2.550 -0.058 4.964 0.158 0.008 -0.031 0.417
H 5.400 3.717 1.245 0.361 -0.015 0.019 0.363
H -3.036 -1.810 0.964 -0.056 -0.015 -0.091 0.106
H 2.865 1.638 4.786 0.307 -0.076 -0.337 0.551
H 7.356 -1.625 1.084 -0.171 0.221 0.073 0.424
H -5.480 2.245 -3.636 -0.014 0.025 -0.058 0.129
H -5.521 -0.220 -1.509 -0.004 -0.062 -0.067 0.476
H 0.575 -0.902 -0.421 -0.005 0.068 0.011 0.035
H 0.640 1.486 4.968 0.095 0.175 -0.144 0.638
H 0.745 1.728 3.253 0.121 -0.021 -0.134 0.574
H 5.761 -4.494 2.334 -0.020 0.079 -0.125 0.330
H -5.838 3.632 -2.584 -0.009 -0.056 0.032 0.274
H -2.543 -1.069 3.505 -0.014 -0.101 -0.003 0.362
H -1.784 -2.641 -4.472 -0.022 0.009 0.006 0.388
H -2.429 -0.736 -3.097 -0.010 -0.043 -0.098 -0.417
H 0.792 -1.129 3.817 -0.299 -0.281 0.164 0.348
H -6.771 -3.830 -2.150 0.029 -0.031 -0.012 0.423
H -6.426 -0.358 -4.172 -0.051 -0.026 -0.001 0.200
```
Forces are in eV/Å.

=====

Formula: C11H13N3O9STi
Source: OMol25
Level of theory: wB97M-V/def2-TZVPD

Summary:
DFT total energy ... -68466.87303 eV
Energy relative to the best compared isomer or geometry (same formula, charge and spin) ... 0.898 eV
HOMO level (alpha / beta) ... 0.0203 / 0.0203 hartree
Net charge ... -2
Kohn-Sham gap (alpha / beta) ... 3.49 / 3.49 eV

```
38
Properties=species:S:1:pos:R:3:forces:R:3:mulliken_charge:R:1
Ti 0.176 -0.669 -2.653 -0.615 -0.715 -3.396 0.198
S 1.129 1.236 -0.492 0.184 -0.250 -0.126 1.210
O 1.836 -0.293 -3.614 1.303 0.676 0.217 -0.623
O -1.272 -1.575 -3.765 -0.749 -0.510 -0.003 -0.457
O -0.065 0.846 -3.856 -0.097 1.668 -0.023 -0.535
O 0.620 -2.524 -1.989 0.316 -0.753 0.649 -0.369
O 2.424 1.877 -0.538 -0.031 -0.025 0.158 -0.822
O 1.899 -3.673 -0.545 0.018 0.059 -0.009 -0.787
O 0.721 -0.408 -5.625 0.202 0.412 0.119 -0.885
O -3.468 -1.369 -4.224 0.024 0.010 -0.017 -0.784
O 0.009 1.879 -1.151 0.026 0.080 0.175 -0.683
N 0.777 -0.046 -4.398 -0.837 -1.710 -0.151 0.990
N 1.086 -0.264 -0.936 1.208 1.205 2.078 0.380
N -1.559 -0.811 -1.327 -0.760 0.483 0.153 -0.296
C 1.479 -2.629 -1.041 0.169 -0.087 0.151 0.450
C -0.992 1.286 2.956 -0.039 -0.021 0.140 -0.839
C -2.459 -1.169 -3.549 -0.242 -0.018 0.103 0.588
C 0.691 1.238 1.240 -0.071 -0.153 0.307 -0.256
C -0.422 0.950 5.392 -0.015 0.009 -0.022 -1.413
C -0.033 1.070 3.942 0.060 0.026 -0.110 1.019
C 1.660 1.044 2.216 0.066 -0.001 -0.195 -0.317
C 1.299 0.961 3.551 -0.105 -0.008 0.144 -0.726
C -0.640 1.369 1.620 0.148 0.068 -0.133 -0.417
C -2.609 -0.350 -2.237 -0.143 -0.192 -0.142 -0.255
C 2.008 -1.280 -0.485 0.017 -0.075 -0.038 -0.484
H 2.050 -1.345 0.609 0.017 -0.083 -0.014 0.307
H -2.033 1.391 3.246 -0.004 0.018 -0.020 0.292
H -2.411 0.699 -2.465 -0.080 0.015 -0.018 0.198
H -1.402 1.393 5.569 0.000 -0.005 0.023 0.349
H -1.375 1.576 0.852 -0.041 -0.033 0.032 0.595
H -0.469 -0.097 5.702 0.000 -0.001 0.000 0.275
H 2.058 0.810 4.312 0.042 -0.004 -0.041 0.332
H 2.694 0.975 1.902 0.009 -0.004 0.068 0.471
H -1.398 -0.203 -0.536 -0.128 -0.026 0.049 0.086
H -1.717 -1.760 -1.015 0.174 -0.026 -0.037 0.226
H -3.626 -0.461 -1.849 -0.003 0.011 -0.047 0.341
H 3.028 -1.123 -0.856 -0.023 -0.037 -0.036 0.281
H 0.302 1.452 6.037 -0.003 -0.004 0.013 0.358
```
Forces are in eV/Å.

=====

Formula: C5H10O2
Source: OMol25
Level of theory: wB97M-V/def2-TZVPD

Summary:
DFT total energy ... -9439.95794 eV
Energy relative to the best compared isomer or geometry (same formula, charge and spin) ... 3.085 eV
SMILES string ... C=CC[C@@H](O)CO
HOMO level ... -0.3488 hartree
Kohn-Sham gap ... 10.44 eV

```
17
Properties=species:S:1:pos:R:3:forces:R:3:mulliken_charge:R:1
O 0.053 -1.174 0.310 -0.784 0.013 0.281 -0.621
O -1.879 -1.642 -1.444 0.075 -0.078 0.092 -0.526
C 0.223 1.235 -0.041 -0.005 -0.003 -0.073 -0.484
C -1.630 -0.320 -1.028 -0.026 0.523 -0.036 -0.650
C 0.984 0.927 1.237 0.909 0.506 -0.179 -0.560
C -0.164 -0.158 -0.666 -0.144 0.156 -0.104 0.095
C 1.924 -0.026 1.136 0.515 0.785 0.349 -0.376
H -1.927 0.345 -1.843 -0.018 -0.002 0.046 0.326
H 0.092 -0.611 1.135 -0.222 -1.766 -0.802 0.454
H 0.858 1.803 -0.731 -0.199 -0.127 0.015 0.305
H 0.451 -0.360 -1.556 -0.066 -0.146 0.277 0.287
H 2.272 -0.341 0.151 -0.214 -0.095 0.293 0.176
H 2.299 -0.617 1.964 0.366 0.554 0.187 0.320
H -0.685 1.831 0.131 0.250 -0.125 0.102 0.326
H -1.379 -2.198 -0.825 -0.199 0.087 -0.113 0.335
H 0.715 1.366 2.194 -0.194 -0.228 -0.109 0.295
H -2.208 -0.059 -0.122 -0.042 -0.055 -0.226 0.296
```
Forces are in eV/Å.